(1)
This record from OMol25 describes C18H16I2MgN3O5 as an isolated structure. The level of theory is ωB97M-V/def2-TZVPD.

The calculation puts the energy relative to the best compared isomer or geometry (same formula, charge and spin) at 0.0000 eV. As for the LUMO energy: 2.3 eV. Its charge is -1. As for the largest force on an atom: 0.275 eV Å⁻¹.

```
45
Properties=species:S:1:pos:R:3:forces:R:3
I 0.895712 -6.820945 0.664079 0.02 -0.11 -0.01
I 1.326441 -1.650941 3.669819 0.01 0.09 0.06
Mg -0.717040 0.746236 -0.221308 -0.03 -0.16 -0.17
O -1.559477 0.937837 -3.653193 -0.07 0.00 -0.01
O -0.181506 3.969610 2.233097 -0.04 -0.02 -0.01
O -2.748746 0.628220 0.628988 0.00 0.01 -0.01
O -1.440867 1.992118 -1.669405 -0.08 0.01 0.03
O -0.069997 -0.699661 1.019196 -0.10 -0.06 0.09
N -1.201750 2.122545 1.311682 -0.23 0.14 0.05
N -0.378493 -0.793921 -1.779389 0.11 0.07 0.13
N 1.369008 1.094286 -0.734259 -0.03 -0.09 0.05
C 0.562812 -4.766651 0.784727 -0.05 0.21 -0.02
C -0.034818 -4.090044 -0.271599 0.05 -0.03 0.02
C 3.307601 0.046274 -1.609500 0.04 0.02 0.00
C -0.980477 -2.065385 -1.366115 0.02 0.00 -0.01
C 2.140153 1.987079 -0.111407 0.00 0.06 0.03
C -1.751893 1.897629 -2.888098 0.11 0.05 -0.04
C -3.394031 2.373939 2.228086 -0.02 -0.01 0.02
C -0.269795 -2.728098 -0.212463 -0.05 -0.06 0.01
C 0.726333 -2.701710 1.976848 0.03 -0.15 -0.05
C 0.110542 -1.962164 0.934200 0.00 0.12 -0.12
C 1.026759 -0.872870 -2.156432 -0.02 -0.06 -0.08
C -2.506519 3.494481 2.758489 0.00 0.00 0.03
C 4.110066 0.973549 -0.972350 0.00 0.00 0.00
C 3.518819 1.968129 -0.206009 -0.02 0.01 -0.01
C 0.945466 -4.065095 1.917160 0.02 -0.04 0.01
C -1.151382 3.247816 2.083181 0.19 -0.02 -0.01
C 1.927057 0.134808 -1.465441 0.00 0.01 -0.04
C -2.449154 1.609155 1.324457 0.12 0.04 -0.02
H -0.329323 -4.631767 -1.163588 0.00 -0.01 0.01
H -3.777757 1.702015 2.996191 0.01 0.01 0.01
H 1.419939 -1.867338 -1.926297 -0.01 0.00 -0.02
H -2.016034 -1.839254 -1.092236 0.01 -0.01 0.03
H 1.417746 -4.573900 2.746560 0.00 0.01 0.00
H -2.244509 2.798466 -3.315310 0.01 -0.05 0.01
H 4.107995 2.706249 0.319303 0.00 0.00 0.00
H -0.915410 -0.364730 -2.542862 0.06 0.03 -0.02
H 1.618338 2.724694 0.490484 0.00 0.00 0.01
H 5.187833 0.917449 -1.062426 0.00 0.00 0.00
H 1.136373 -0.730145 -3.237798 0.01 0.01 0.02
H -2.851964 4.494343 2.497029 -0.01 0.00 0.00
H -2.363955 3.468796 3.838922 -0.01 0.00 0.00
H -1.014343 -2.780620 -2.199808 -0.04 0.00 0.01
H -4.243510 2.719579 1.638658 0.00 0.00 0.00
H 3.737759 -0.750062 -2.203862 -0.01 -0.01 0.00
```
Forces are in eV/Å.

***

(2)
This record from OMol25 describes C14H14FMnN4S as an isolated structure. The level of theory is ωB97M-V/def2-TZVPD.

As for the spin multiplicity: 6. As for the LUMO energy (spin up / spin down): -3.7 / -4.0 eV. Its charge is +1. Its expectation value of S² is 8.865. As for the largest force on an atom: 0.340 eV Å⁻¹.

```
35
Properties=species:S:1:pos:R:3:forces:R:3
Mn 0.007146 -0.281284 0.103334 -0.25 0.06 0.00
S 2.265550 0.033719 0.101357 0.23 0.10 0.03
F -0.013681 -6.331814 -0.219510 0.00 0.02 0.00
N -0.046807 1.706869 0.129522 -0.02 0.14 0.07
N -1.971964 0.022218 0.043363 0.01 -0.02 0.00
N 3.422231 2.423303 0.198610 0.05 -0.02 -0.01
N 1.124989 2.434748 0.150985 -0.28 -0.20 -0.02
C -1.506543 3.769883 0.081009 -0.01 0.04 0.01
C -1.268727 2.295907 0.088683 0.20 -0.05 -0.02
C 2.262056 1.762010 0.153876 0.13 0.00 -0.05
C 0.102558 -2.242483 0.076292 0.05 -0.19 -0.10
C -3.688174 1.714544 0.050144 -0.03 -0.01 0.00
C -2.935845 -0.922141 -0.001812 0.08 0.07 0.02
C -2.325524 1.357225 0.062081 -0.07 0.00 -0.02
C 0.278494 -2.873912 -1.158673 0.00 -0.04 -0.03
C 0.025780 -4.996309 -0.125197 0.00 -0.14 0.02
C -4.646749 0.737773 0.007181 -0.03 0.02 0.00
C -0.096510 -3.033390 1.210486 -0.02 0.04 0.06
C 0.235740 -4.257161 -1.271358 0.00 0.10 -0.01
C -4.268406 -0.614766 -0.025274 -0.05 -0.04 -0.01
C -0.138465 -4.416391 1.118277 0.01 0.05 0.02
H -2.009842 4.092121 0.995190 -0.01 0.00 0.00
H -2.586784 -1.945500 -0.015661 0.00 -0.01 -0.01
H 0.366637 -4.761158 -2.219143 0.00 0.01 0.00
H -5.693953 1.010296 0.000229 0.02 -0.01 -0.01
H -0.223141 -2.582695 2.188657 0.00 0.02 0.01
H -2.133768 4.059141 -0.763599 -0.02 -0.02 0.01
H 3.475781 3.427671 0.184519 0.00 0.00 0.01
H -0.593586 4.356742 -0.001267 0.01 -0.01 -0.01
H -4.998969 -1.408639 -0.067625 -0.01 0.03 0.01
H -3.967035 2.758267 0.077187 0.00 -0.01 0.00
H 0.454973 -2.298009 -2.061024 0.00 0.04 0.00
H -0.287857 -5.044715 1.985803 -0.01 0.01 0.00
H 1.089123 3.442492 0.179738 0.02 0.03 0.02
H 4.283372 1.905441 0.161520 -0.01 0.00 0.01
```
Forces are in eV/Å.

***

(3)
This record from OMol25 describes C41H30BrNO2PPb as an isolated structure. The level of theory is ωB97M-V/def2-TZVPD.

The calculation puts the energy relative to the best compared isomer or geometry (same formula, charge and spin) at 0.0000 eV. As for the LUMO energy: -2.7 eV. Its charge is +1. As for the largest force on an atom: 0.609 eV Å⁻¹.

```
77
Properties=species:S:1:pos:R:3:forces:R:3
Pb 0.191928 1.251546 -0.365891 -0.01 -0.52 -0.31
Br 3.596854 -4.242314 5.816621 -0.01 0.00 -0.01
P -1.448516 -0.948998 -0.277426 -0.05 0.15 0.07
O 2.913083 -0.268908 0.265766 -0.03 0.04 0.02
O 0.934611 0.025956 1.250207 0.11 0.24 0.28
N 2.251218 2.483360 0.104653 0.05 0.07 0.23
C -4.650858 -0.291562 2.168213 0.01 0.02 0.00
C -0.343294 -3.806700 2.444783 0.01 0.01 -0.03
C 2.139385 -0.475121 1.196008 -0.03 -0.16 -0.14
C -2.606518 -0.142926 0.867405 0.01 0.01 0.03
C 3.913405 -3.078740 3.246407 0.01 0.00 -0.02
C 2.056152 1.958438 -2.774012 -0.05 0.02 -0.02
C -4.062827 -2.370636 -3.765494 0.00 -0.01 0.01
C -1.009734 -2.744985 1.847689 -0.03 -0.01 -0.01
C -3.388848 1.774230 2.168561 0.00 0.02 0.00
C 2.084812 -2.195417 4.561239 0.03 -0.02 0.02
C 3.157774 -3.061076 4.409385 -0.03 0.02 0.02
C -2.475246 -1.558151 -1.635751 0.00 -0.02 0.00
C 2.338611 3.569081 -0.823674 0.01 0.00 0.12
C -0.706056 -2.379625 0.540840 -0.01 0.03 0.04
C -1.370821 2.086288 0.858623 -0.01 0.03 0.09
C 2.499130 -1.353263 2.345603 -0.02 -0.03 -0.02
C 0.948670 -4.129135 0.444372 -0.01 0.01 -0.02
C -3.869497 -1.015448 -3.523689 0.00 0.00 0.00
C 2.534424 0.457335 -4.618553 0.01 0.01 0.00
C 2.370840 5.712869 -2.580353 0.00 0.00 -0.01
C 2.235439 4.418230 -3.050973 -0.01 0.00 -0.02
C -3.267730 3.119177 2.600843 0.02 0.02 -0.02
C 0.908640 -0.170143 -2.978144 0.02 -0.07 0.10
C 0.633191 -4.498436 1.746033 0.00 -0.01 0.00
C 2.216082 3.319556 -2.189717 0.00 0.05 -0.10
C -3.074316 -0.610191 -2.466319 0.00 0.01 -0.02
C 2.754162 1.646524 -3.940583 0.00 -0.03 -0.01
C -4.485952 0.990636 2.601255 0.00 -0.01 -0.01
C -2.670488 -2.913780 -1.879633 -0.01 -0.01 0.01
C 1.594939 -0.446225 -4.151859 0.01 0.00 -0.01
C 1.752457 -1.347481 3.518551 -0.03 -0.01 -0.03
C 3.584197 -2.212413 2.217527 0.02 -0.01 0.02
C -3.703967 -0.850179 1.291167 -0.01 0.00 0.01
C 2.491604 5.938317 -1.218171 0.00 -0.01 0.01
C 0.285758 -3.071682 -0.156564 0.02 0.00 0.02
C 2.474429 4.864599 -0.344080 -0.01 0.01 0.01
C -3.464555 -3.315302 -2.946380 0.00 0.00 0.00
C -2.248591 3.913039 2.168841 -0.06 -0.03 0.03
C 1.161865 1.001517 -2.285303 -0.01 0.18 -0.09
C -1.290997 3.384374 1.279224 0.08 0.02 -0.05
C -2.422773 1.219419 1.286586 -0.02 -0.06 -0.10
H -0.490364 4.028114 0.931941 0.00 0.00 0.01
H -2.927488 0.449565 -2.282105 0.01 0.00 0.00
H 4.157152 -2.201186 1.300034 0.01 0.00 0.00
H 2.582570 5.028696 0.722394 0.00 0.00 0.00
H 0.553829 -2.779281 -1.166149 -0.01 0.00 0.00
H -3.616956 -4.370209 -3.131899 0.00 0.00 0.00
H 2.386816 2.796810 1.059895 0.01 0.00 -0.01
H -3.847954 -1.866352 0.940859 -0.01 0.00 0.00
H 2.891624 1.699700 -0.063425 -0.06 0.03 -0.10
H 2.603234 6.943323 -0.834664 0.00 0.00 0.00
H -5.204472 1.441136 3.274907 0.00 0.00 0.00
H 3.479531 2.353641 -4.321912 0.00 0.00 0.00
H 1.156515 -5.319919 2.217415 0.01 0.00 0.00
H 2.376715 6.541525 -3.274850 0.00 0.00 0.00
H -0.579457 -4.082788 3.463833 -0.01 0.00 0.00
H -2.169164 4.940377 2.496587 0.00 0.00 0.00
H 1.515951 -2.193236 5.480665 0.00 0.00 0.00
H -2.211253 -3.656279 -1.239726 0.01 0.00 0.00
H -4.016935 3.507869 3.279381 0.01 0.00 0.00
H 3.093760 0.244008 -5.519468 0.00 0.00 0.00
H 2.119378 4.246889 -4.113320 0.00 0.00 0.00
H -5.501223 -0.878675 2.486663 0.00 0.00 0.01
H 4.747739 -3.759531 3.152167 0.00 0.00 0.00
H 0.905347 -0.680985 3.608005 0.00 0.00 0.00
H 0.182875 -0.884245 -2.607729 0.00 0.01 -0.01
H -1.751835 -2.194254 2.410011 0.00 -0.01 0.01
H 1.401288 -1.366671 -4.686046 0.00 0.00 0.00
H -4.336251 -0.277006 -4.161761 0.00 0.00 0.00
H 1.718400 -4.658768 -0.101235 0.00 0.00 0.01
H -4.681448 -2.687922 -4.594305 0.00 0.00 0.00
```
Forces are in eV/Å.